ORCA calculation (the ωB97M-V functional and the def2-TZVPD basis) on 2 unconnected molecules or ions with the total composition C3H11N3S in a non-equilibrium geometry.

Output
relative energy (zero: lowest compared OMol25 entry of this formula, charge and spin) = 144.1 kJ/mol
orbital gap = 8.7 eV
E_HOMO = -0.2979 Ha
maximum force = 3.4 eV/A

Last columns: bonded neighbours and bond lengths (Å).
CARTESIAN COORDINATES (ANGSTROEM)
1 H 1.667 1.695 -1.798  N2 1.029
2 N 1.021 1.089 -1.275  H1 1.029, C3 1.302
3 C 0.817 0.174 -2.178  N2 1.302, N4 1.357, H5 1.089
4 N 1.783 -0.304 -3.003  C3 1.357, H6 1.006, H7 1.005
5 H -0.092 -0.426 -2.160  C3 1.089
6 H 2.756 -0.271 -2.752  N4 1.006
7 H 1.523 -0.997 -3.684  N4 1.005
8 N -1.901 -1.539 0.534  C9 1.475, H12 1.016, H13 1.021
9 C -1.987 -0.093 0.814  N8 1.475, C10 1.548, H14 1.091, H15 1.093
10 C -1.058 0.471 1.916  C9 1.548, S11 1.797, H16 1.093, H17 1.089
11 S 0.675 0.153 1.559  C10 1.797, H18 1.477
12 H -2.254 -2.029 1.351  N8 1.016
13 H -0.896 -1.714 0.516  N8 1.021
14 H -1.718 0.409 -0.117  C9 1.091
15 H -3.022 0.151 1.066  C9 1.093
16 H -1.345 0.018 2.869  C10 1.093
17 H -1.210 1.547 1.989  C10 1.089
18 H 0.634 0.812 0.239  S11 1.477



ORCA calculation (the ωB97M-V functional and the def2-TZVPD basis) on C5H7NO in the gas phase in a non-equilibrium geometry.

Output
relative energy (zero: lowest compared OMol25 entry of this formula, charge and spin) = 340.5 kJ/mol
orbital gap = 8.1 eV
E_HOMO = -0.2658 Ha
maximum force = 1.3 eV/A

Last columns: bonded neighbours and bond lengths (Å).
CARTESIAN COORDINATES (ANGSTROEM)
1 C 0.750 1.997 0.358  C2 1.476, H8 1.094, H9 1.093, H10 1.093
2 C 0.111 0.714 0.005  C1 1.476, C3 1.361, C7 1.454
3 C -1.224 0.456 0.076  C2 1.361, O4 1.287, H11 1.097
4 O -1.650 -0.706 -0.277  C3 1.287
5 C 0.192 -1.511 -0.408  N6 1.317, C7 1.312
6 N -0.292 -2.730 -0.294  C5 1.317, H12 1.022, H13 1.016
7 C 0.894 -0.406 -0.495  C2 1.454, C5 1.312, H14 1.092
8 H 1.649 1.829 0.959  C1 1.094
9 H 0.055 2.603 0.946  C1 1.093
10 H 1.016 2.544 -0.550  C1 1.093
11 H -1.923 1.219 0.439  C3 1.097
12 H -1.276 -2.525 -0.483  N6 1.022
13 H -0.181 -3.187 0.607  N6 1.016
14 H 1.906 -0.283 -0.884  C7 1.092



ORCA calculation (the ωB97M-V functional and the def2-TZVPD basis) on 8 unconnected molecules or ions with the total composition C26H50Br3NO22P in a non-equilibrium geometry.

Output
relative energy (zero: lowest compared OMol25 entry of this formula, charge and spin) = 0.0 kJ/mol
total charge = +1
orbital gap = 8.6 eV
E_HOMO = -0.4487 Ha
maximum force = 2.3 eV/A

Last columns: bonded neighbours and bond lengths (Å).
CARTESIAN COORDINATES (ANGSTROEM)
1 C 2.956 -4.347 1.007  C2 1.180, H12 1.062
2 C 2.744 -3.228 1.314  C1 1.180, N3 1.404
3 N 2.437 -1.914 1.703  C2 1.404, C4 1.557, P9 1.877, H13 1.030
4 C 1.150 -1.428 0.974  N3 1.557, Br5 1.953, C6 1.586, H14 1.084
5 Br 1.279 0.513 0.811  C4 1.953, Br8 2.970
6 C -0.032 -1.796 1.965  C4 1.586, C7 1.533, Br8 1.992, H15 1.090
7 C -1.342 -2.103 1.230  C6 1.533, H16 1.087, H17 1.093, H18 1.090
8 Br -0.400 -0.233 3.144  Br5 2.970, C6 1.992
9 P 3.944 -0.798 1.620  N3 1.877, O10 1.618, Br11 2.258
10 O 4.959 -1.761 0.807  P9 1.618, H19 0.969
11 Br 4.637 -0.840 3.768  P9 2.258
12 H 3.208 -5.377 1.075  C1 1.062
13 H 2.192 -1.974 2.701  N3 1.030
14 H 1.051 -1.883 -0.005  C4 1.084
15 H 0.226 -2.664 2.572  C6 1.090
16 H -2.207 -1.833 1.831  C7 1.087
17 H -1.413 -3.186 1.105  C7 1.093
18 H -1.456 -1.589 0.275  C7 1.090
19 H 5.880 -1.515 0.977  O10 0.969
20 C 4.368 2.952 0.767  O21 1.421, H26 1.087, H27 1.089, H28 1.091
21 O 4.840 3.859 1.754  C20 1.421, C22 1.339
22 C 6.121 4.213 1.591  O21 1.339, O23 1.201, O24 1.327
23 O 6.847 3.825 0.715  C22 1.201
24 O 6.442 5.058 2.563  C22 1.327, C25 1.433
25 C 7.796 5.526 2.517  O24 1.433, H29 1.088, H30 1.088, H31 1.087
26 H 3.328 2.733 0.996  C20 1.087
27 H 4.419 3.398 -0.225  C20 1.089
28 H 4.937 2.021 0.797  C20 1.091
29 H 7.983 6.070 1.593  C25 1.088
30 H 8.492 4.696 2.621  C25 1.088
31 H 7.928 6.202 3.357  C25 1.087
32 C -2.878 -6.342 -2.955  O33 1.429, H38 1.086, H39 1.089, H40 1.089
33 O -3.913 -6.638 -2.015  C32 1.429, C34 1.328
34 C -3.919 -5.867 -0.935  O33 1.328, O35 1.206, O36 1.331
35 O -3.147 -4.971 -0.697  C34 1.206
36 O -4.929 -6.252 -0.159  C34 1.331, C37 1.427
37 C -5.066 -5.507 1.050  O36 1.427, H41 1.089, H42 1.089, H43 1.086
38 H -2.983 -7.037 -3.783  C32 1.086
39 H -2.982 -5.327 -3.335  C32 1.089
40 H -1.897 -6.482 -2.503  C32 1.089
41 H -5.259 -4.457 0.835  C37 1.089
42 H -4.176 -5.612 1.670  C37 1.089
43 H -5.917 -5.919 1.585  C37 1.086
44 C -6.100 1.900 -2.392  O45 1.433, H50 1.086, H51 1.089, H52 1.089
45 O -5.101 1.134 -1.709  C44 1.433, C46 1.328
46 C -4.112 1.858 -1.197  O45 1.328, O47 1.201, O48 1.340
47 O -3.999 3.052 -1.263  C46 1.201
48 O -3.258 1.024 -0.590  C46 1.340, C49 1.425
49 C -2.140 1.674 0.011  O48 1.425, H53 1.090, H54 1.090, H55 1.087
50 H -6.845 1.202 -2.762  C44 1.086
51 H -6.583 2.598 -1.710  C44 1.089
52 H -5.665 2.430 -3.238  C44 1.089
53 H -2.464 2.364 0.789  C49 1.090
54 H -1.548 2.195 -0.742  C49 1.090
55 H -1.525 0.902 0.465  C49 1.087
56 C -11.679 3.413 1.198  O57 1.429, H62 1.086, H63 1.089, H64 1.089
57 O -10.625 3.309 2.158  C56 1.429, C58 1.330
58 C -9.436 3.024 1.635  O57 1.330, O59 1.203, O60 1.334
59 O -9.197 2.857 0.468  C58 1.203
60 O -8.552 2.957 2.632  C58 1.334, C61 1.425
61 C -7.224 2.654 2.215  O60 1.425, H65 1.089, H66 1.090, H67 1.087
62 H -12.588 3.646 1.747  C56 1.086
63 H -11.478 4.217 0.492  C56 1.089
64 H -11.816 2.470 0.673  C56 1.089
65 H -6.843 3.426 1.548  C61 1.089
66 H -7.185 1.678 1.731  C61 1.090
67 H -6.603 2.626 3.107  C61 1.087
68 C -0.434 2.185 -4.684  O69 1.431, H74 1.087, H75 1.088, H76 1.089
69 O 0.635 2.065 -3.740  C68 1.431, C70 1.334
70 C 1.818 1.785 -4.286  O69 1.334, O71 1.199, O72 1.337
71 O 2.041 1.631 -5.454  C70 1.199
72 O 2.717 1.704 -3.299  C70 1.337, C73 1.429
73 C 4.045 1.408 -3.739  O72 1.429, H77 1.088, H78 1.089, H79 1.088
74 H -1.335 2.413 -4.120  C68 1.087
75 H -0.241 2.997 -5.382  C68 1.088
76 H -0.580 1.249 -5.220  C68 1.089
77 H 4.415 2.190 -4.399  C73 1.088
78 H 4.079 0.441 -4.237  C73 1.089
79 H 4.674 1.370 -2.852  C73 1.088
80 C 8.470 8.019 9.070  O81 1.429, H86 1.086, H87 1.089, H88 1.089
81 O 7.225 7.426 8.693  C80 1.429, C82 1.330
82 C 7.310 6.580 7.670  O81 1.330, O83 1.203, O84 1.334
83 O 8.312 6.292 7.069  C82 1.203
84 O 6.089 6.104 7.423  C82 1.334, C85 1.425
85 C 6.038 5.176 6.342  O84 1.425, H89 1.090, H90 1.089, H91 1.087
86 H 8.266 8.682 9.906  C80 1.086
87 H 9.178 7.256 9.389  C80 1.089
88 H 8.882 8.603 8.249  C80 1.089
89 H 6.651 4.301 6.557  C85 1.090
90 H 6.357 5.648 5.415  C85 1.089
91 H 5.004 4.860 6.234  C85 1.087
92 C -2.011 -9.655 -7.814  O93 1.430, H98 1.086, H99 1.088, H100 1.088
93 O -1.555 -8.789 -6.771  C92 1.430, C94 1.332
94 C -0.276 -8.432 -6.879  O93 1.332, O95 1.200, O96 1.337
95 O 0.483 -8.767 -7.745  C94 1.200
96 O 0.016 -7.631 -5.849  C94 1.337, C97 1.427
97 C 1.365 -7.167 -5.837  O96 1.427, H101 1.089, H102 1.089, H103 1.087
98 H -3.057 -9.871 -7.615  C92 1.086
99 H -1.930 -9.165 -8.783  C92 1.088
100 H -1.450 -10.588 -7.812  C92 1.088
101 H 1.579 -6.579 -6.727  C97 1.089
102 H 2.059 -8.003 -5.756  C97 1.089
103 H 1.476 -6.533 -4.961  C97 1.087



ORCA calculation (the ωB97M-V functional and the def2-TZVPD basis) on 2 unconnected molecules or ions with the total composition C5H15N2O2 in a non-equilibrium geometry.

Output
relative energy (zero: lowest compared OMol25 entry of this formula, charge and spin) = 70.4 kJ/mol
total charge = -1
orbital gap = 7.2 eV
E_HOMO = -0.1314 Ha
maximum force = 4.4 eV/A

Last columns: bonded neighbours and bond lengths (Å).
CARTESIAN COORDINATES (ANGSTROEM)
1 C -1.652 -0.292 0.977  C2 1.596, H9 1.099, H10 1.092, H11 1.057
2 C -0.477 -0.243 -0.102  C1 1.596, C3 1.634, N6 1.443, H12 1.085
3 C -1.320 -0.223 -1.501  C2 1.634, C4 1.522, H13 1.097, H14 1.090
4 C -0.388 -0.372 -2.695  C3 1.522, N5 1.484, H15 1.109, H16 1.093
5 N 0.587 0.727 -2.904  C4 1.484, H17 1.028, H18 1.032
6 N 0.385 0.902 0.068  C2 1.443, C7 1.522, H19 1.017
7 C 1.419 0.678 1.162  N6 1.522, O8 1.346, H20 1.073, H21 1.141
8 O 1.357 -0.563 1.680  C7 1.346
9 H -1.252 0.138 1.906  C1 1.099
10 H -1.858 -1.352 1.135  C1 1.092
11 H -2.520 0.200 0.627  C1 1.057
12 H -0.073 -1.227 -0.317  C2 1.085
13 H -2.032 -1.050 -1.619  C3 1.097
14 H -2.004 0.622 -1.438  C3 1.090
15 H -1.086 -0.438 -3.555  C4 1.109
16 H 0.195 -1.286 -2.554  C4 1.093
17 H 0.033 1.576 -3.074  N5 1.028
18 H 1.119 0.794 -2.022  N5 1.032
19 H -0.251 1.650 0.333  N6 1.017
20 H 1.375 1.440 1.916  C7 1.073
21 H 2.400 0.931 0.638  C7 1.141
22 H 1.749 -0.548 3.048  O24 1.076
23 H 2.002 -1.457 4.313  O24 0.958
24 O 2.291 -0.608 3.976  H22 1.076, H23 0.958



ORCA calculation (the ωB97M-V functional and the def2-TZVPD basis) on 2 unconnected molecules or ions with the total composition C4H11N3 in a non-equilibrium geometry.

Output
relative energy (zero: lowest compared OMol25 entry of this formula, charge and spin) = 557.7 kJ/mol
orbital gap (spin up / spin down) = 7.0 / 7.0 eV
E_HOMO (spin up / spin down) = -0.2236 / -0.2235 Ha
maximum force = 3.1 eV/A

Last columns: bonded neighbours and bond lengths (Å).
CARTESIAN COORDINATES (ANGSTROEM)
1 C -0.469 0.233 -0.550  C2 1.501, N4 1.395, N5 1.405
2 C 0.106 0.119 -1.932  C1 1.501, H13 1.088, H14 1.090, H15 1.105
3 C 1.607 -0.816 0.265  N4 1.473, H16 1.087, H17 1.088, H18 1.092
4 N 0.450 0.068 0.486  C1 1.395, C3 1.473, C6 1.549
5 N -1.284 1.369 -0.410  C1 1.405, H9 1.015, H10 1.010
6 C -0.620 -0.578 1.401  N4 1.549, N7 1.261, H12 1.093
7 N -1.479 0.119 2.005  C6 1.261, H11 1.016
8 H 1.061 1.256 1.000  no bonds
9 H -1.672 1.477 0.522  N5 1.015
10 H -2.005 1.428 -1.115  N5 1.010
11 H -1.841 -0.349 2.831  N7 1.016
12 H -0.277 -1.562 1.728  C6 1.093
13 H 0.534 -0.857 -2.152  C2 1.088
14 H -0.658 0.336 -2.679  C2 1.090
15 H 0.893 0.888 -2.045  C2 1.105
16 H 2.280 -0.358 -0.457  C3 1.087
17 H 2.074 -0.987 1.232  C3 1.088
18 H 1.299 -1.787 -0.129  C3 1.092



ORCA calculation (the ωB97M-V functional and the def2-TZVPD basis) on 2 unconnected molecules or ions with the total composition C2H2FOP in a non-equilibrium geometry.

Output
relative energy (zero: lowest compared OMol25 entry of this formula, charge and spin) = 372.6 kJ/mol
orbital gap (spin up / spin down) = 8.4 / 8.4 eV
E_HOMO (spin up / spin down) = -0.3695 / -0.3695 Ha
maximum force = 5.4 eV/A

Last columns: bonded neighbours and bond lengths (Å).
CARTESIAN COORDINATES (ANGSTROEM)
1 C 0.184 0.168 -0.004  C2 1.447, P5 1.666
2 C -0.019 -1.187 -0.472  C1 1.447, O3 1.180, F4 1.406
3 O -0.079 -1.687 -1.538  C2 1.180
4 F -0.078 -2.012 0.665  C2 1.406
5 P 0.449 0.933 1.452  C1 1.666, H7 1.482
6 H -0.415 1.497 -1.211  no bonds
7 H -0.042 2.288 1.109  P5 1.482